# 1
The following is a DFT calculation (wB97M-V/def2-TZVPD) of a molecular structure, C45H61BrCsN5O3P.

Results
Charge   +1
Relative energy (zero: lowest compared OMol25 entry of this formula, charge and spin)   1.982 eV
Strongest force on any atom   0.7 eV/A
HOMO-LUMO gap   4.02 eV

Geometry (Å):
Cs (1.86405, 0.71231, 0.55144)
Br (1.14074, -2.75666, 5.48288)
P (-1.76041, -0.53459, -2.56083)
O (-0.79270, 0.82996, -0.69111)
O (2.41877, -2.07825, 0.98933)
O (2.79226, 1.85363, -1.61512)
N (4.78285, 1.50747, 0.67406)
N (-1.34000, 1.03827, -1.72887)
N (6.64089, 2.55190, 0.15703)
N (3.44077, -3.95096, 0.28592)
N (2.59738, 0.65340, 3.73066)
C (2.67209, 1.50175, 4.75440)
C (3.75628, 2.17777, -3.72739)
C (-3.96612, 1.44847, 0.02886)
C (3.40142, -2.61507, 0.47865)
C (3.85709, 2.02898, -2.31339)
C (5.18030, 2.07459, -1.77062)
C (-2.92862, 0.90936, 0.98977)
C (-3.42113, -0.95999, -4.85498)
C (-0.26303, -2.24690, -4.18362)
C (-4.15365, -2.19424, 0.39799)
C (1.84944, -0.11568, 6.30573)
C (-1.69905, -0.95683, 1.95030)
C (-4.71391, -3.22574, -0.33801)
C (-0.06880, 3.30433, 3.32479)
C (2.31407, 1.16538, 6.05107)
C (-2.54091, -0.44480, 0.94587)
C (-0.12110, -1.31160, -2.97478)
C (-0.92309, 2.20844, 3.96106)
C (-5.37309, 1.22814, 0.59758)
C (-3.14007, -1.36743, -0.08701)
C (0.29905, -2.14752, -1.76573)
C (-2.72286, 0.10679, -4.00266)
C (6.13845, 2.29798, -4.01135)
C (-1.73879, 0.90414, -4.87522)
C (-3.77521, 2.91779, -0.34067)
C (-2.40395, 1.74968, 1.96001)
C (-3.80120, 1.05611, -3.46428)
C (1.78012, -0.99540, 5.23967)
C (-1.03245, -3.38004, 1.11971)
C (-4.25854, -3.47473, -1.61897)
C (6.69128, 2.33884, 1.51147)
C (2.16529, -0.58209, 3.97411)
C (6.27327, 2.18380, -2.64282)
C (-1.19079, -0.05904, 2.89295)
C (-1.35262, -2.41794, 2.25741)
C (5.53553, 1.69180, 1.81298)
C (-2.77213, -1.54910, -1.44577)
C (-2.39563, -3.02316, 3.20641)
C (0.94245, -0.24789, -3.29068)
C (-2.01738, 2.81370, 4.84154)
C (-1.50756, 1.28745, 2.91267)
C (4.59062, -1.82967, -0.01117)
C (5.47217, 2.03248, -0.32537)
C (4.85025, 2.30785, -4.54821)
C (-3.31460, -2.62309, -2.16515)
H (-4.53038, 0.53127, -2.84584)
H (5.19379, 1.34554, 2.77474)
H (-3.33234, -3.24316, 2.69395)
H (-0.54256, -0.44431, 3.67306)
H (2.39498, 1.89404, 6.84574)
H (-0.48806, -1.70896, -5.10283)
H (-4.25524, -1.41845, -4.32652)
H (-4.46580, 3.19355, -1.13976)
H (-1.85449, -3.53119, 0.41878)
H (-0.14909, -3.05439, 0.57893)
H (-3.90086, 0.85763, -0.88639)
H (1.87834, -0.78326, -3.46884)
H (-4.00028, 3.57162, 0.50261)
H (4.56054, -0.81565, 0.38278)
H (-2.32921, 1.45569, -5.60881)
H (-0.27453, 1.59691, 4.59742)
H (7.01041, 2.37398, -4.64586)
H (0.37967, -1.59509, -0.82873)
H (-5.56683, 0.17406, 0.79857)
H (4.56186, -1.77096, -1.10216)
H (0.71955, 0.30713, -4.19939)
H (-5.48656, 1.77487, 1.53549)
H (-0.66829, 3.94078, 2.67011)
H (-2.99894, -2.80232, -3.18451)
H (1.55224, -0.42295, 7.29891)
H (7.51907, 2.66321, 2.11660)
H (5.52866, -2.30817, 0.27030)
H (4.27852, -4.40625, -0.02987)
H (1.28783, -2.56077, -1.98057)
H (-1.15836, 1.63298, -4.30792)
H (-4.32967, 1.46388, -4.32839)
H (-4.64725, -4.29919, -2.20068)
H (-2.01965, -3.96170, 3.61716)
H (-0.42862, -2.35594, 2.83912)
H (3.03595, 2.49694, 4.52380)
H (7.30903, 3.07115, -0.38263)
H (-2.68358, 3.45162, 4.25695)
H (2.75212, 2.19358, -4.13724)
H (-2.75830, 3.13460, -0.67287)
H (0.37041, 3.94244, 4.09346)
H (-1.05674, 0.25672, -5.42347)
H (0.70440, -2.73350, -4.32325)
H (-5.48798, -3.84315, 0.09827)
H (-2.62207, 2.03710, 5.31149)
H (0.74687, 2.88430, 2.73302)
H (4.71053, 2.41401, -5.61807)
H (-6.13236, 1.58787, -0.09921)
H (-1.00048, -3.03594, -4.03272)
H (1.16028, 0.47341, -2.50094)
H (2.11475, -1.26708, 3.13349)
H (-3.38418, 1.89412, -2.90844)
H (-0.38670, -2.97811, -1.60402)
H (-1.57865, 3.42937, 5.62788)
H (-2.75543, -1.73955, -5.22063)
H (7.27897, 2.14478, -2.23827)
H (2.70019, -4.51334, 0.67093)
H (-2.61081, -2.35228, 4.03881)
H (-0.79952, -4.35484, 1.55462)
H (-3.83309, -0.44853, -5.72710)
H (-4.48662, -2.02412, 1.41272)
H (-2.70293, 2.78988, 1.97366)

# 2
The following is a DFT calculation (wB97M-V/def2-TZVPD) of a molecular structure, C45H61Cl2HgN3O3S3.

Results
Charge   -1
Relative energy (zero: lowest compared OMol25 entry of this formula, charge and spin)   0.057 eV
2S+1   2
Strongest force on any atom   0.3 eV/A
HOMO-LUMO gap (alpha / beta)   5.49 / 5.78 eV

Geometry (Å):
Hg (0.05357, 0.56650, -0.29291)
Cl (-0.84308, -2.04969, 1.30719)
Cl (-5.26951, 0.75711, -0.26598)
S (-2.26262, -0.01131, -0.87125)
S (-1.95707, -2.72334, -2.76139)
S (0.52264, 2.78573, -1.97999)
O (-0.65054, 1.84808, 1.69423)
O (-0.76550, -3.15639, -1.98712)
O (1.91452, -0.50755, -1.16950)
N (1.64750, 0.49847, 1.32476)
N (-1.00969, 4.42749, -3.38606)
N (-2.12205, 3.03003, -1.95217)
C (-3.05215, -0.62419, 0.56469)
C (5.30537, -0.08266, 1.19397)
C (5.80178, -1.92398, -2.59003)
C (-0.56153, 1.59330, 4.05350)
C (-1.68656, 3.81708, 3.70505)
C (-1.47065, -1.35091, -3.80644)
C (-2.25231, 2.49612, 5.71595)
C (-0.95325, 3.43789, -2.46025)
C (6.51649, 1.42075, 2.81910)
C (2.89197, 0.10441, 0.91327)
C (6.58873, -1.05473, 3.10195)
C (7.83818, 0.03446, 1.24643)
C (-2.10028, -3.94209, -4.08618)
C (0.17233, 4.92478, -4.06197)
C (-3.14389, -1.93302, 2.63003)
C (1.30021, 0.28886, 4.98905)
C (-3.01625, 1.69678, 3.50712)
C (-2.07311, 0.47047, -5.23599)
C (1.98813, -0.37877, 6.18142)
C (-4.45749, -1.55998, 2.85030)
C (2.96659, -0.42534, -0.42184)
C (-0.04960, 1.40160, 2.72047)
C (4.06366, 0.30451, 1.65710)
C (4.36857, -1.49495, -2.26638)
C (-2.46779, -1.48139, 1.50692)
C (-0.12811, -1.04128, -3.95076)
C (3.94322, -0.48202, -3.34000)
C (5.35724, -0.68749, -0.06796)
C (1.95430, -1.90370, 6.00632)
C (-2.44985, -0.58360, -4.41648)
C (1.81691, 0.11721, 3.73051)
C (3.45035, 0.08122, 6.26009)
C (6.54757, 0.08183, 2.06988)
C (-5.08685, -0.73200, 1.93524)
C (-4.38769, -0.28669, 0.82958)
C (4.24854, -0.85839, -0.88053)
C (-1.85680, 2.38758, 4.24113)
C (-0.72943, 0.77185, -5.43646)
C (1.20992, 0.67703, 2.58210)
C (0.11912, 1.05404, 5.12096)
C (3.48966, -2.75305, -2.34032)
C (-0.31388, 1.88679, -6.35580)
C (0.23136, 0.01521, -4.77238)
C (1.31448, -0.03819, 7.51170)
C (-3.41649, 3.43030, -2.44934)
H (-4.98446, -1.90584, 3.72931)
H (-1.48591, 3.00241, 6.30804)
H (0.50020, 2.47166, -5.92572)
H (6.31597, -1.02102, -0.43789)
H (-2.61320, 4.38114, 3.85168)
H (4.62540, 0.37245, -3.34514)
H (-3.15748, 0.68181, 3.88501)
H (6.62740, -2.02544, 2.60336)
H (-3.56829, 3.13282, -3.49456)
H (-2.83386, 1.07618, -5.71786)
H (0.04316, 1.48966, -7.30906)
H (-2.09668, 2.20200, -1.36326)
H (7.82128, 0.77037, 0.43997)
H (5.70761, 1.46068, 3.54946)
H (-3.56031, 4.50994, -2.35748)
H (3.97570, -0.94947, -4.33081)
H (2.42893, -2.39994, 6.85833)
H (8.69503, 0.24984, 1.88989)
H (-3.17438, 3.07718, 5.79544)
H (5.82157, -2.37779, -3.58444)
H (3.97461, 0.81755, 2.60392)
H (2.67942, -0.51803, 3.58396)
H (0.28046, -0.38712, 7.54216)
H (-1.89548, 4.58768, -3.83461)
H (-0.88685, 4.33245, 4.24395)
H (-1.11399, -4.07038, -4.53184)
H (1.85416, -0.52287, 8.32912)
H (5.69358, -1.03677, 3.72679)
H (0.61021, -1.59104, -3.38004)
H (3.99857, -0.17928, 5.35353)
H (7.45409, 1.56766, 3.36228)
H (0.86824, 5.34526, -3.33851)
H (-2.43320, -4.87197, -3.62773)
H (8.00262, -0.94862, 0.80233)
H (-2.82298, -3.60802, -4.83038)
H (7.46403, -0.96391, 3.75318)
H (3.95731, -0.39077, 7.10712)
H (1.27790, 0.27503, -4.87311)
H (-2.43862, 1.51601, 6.16141)
H (1.31501, 1.03752, 7.69969)
H (6.49140, -1.07661, -2.59739)
H (0.92482, -2.25875, 5.92750)
H (2.47906, -2.20895, 5.10014)
H (-2.82261, 1.64160, 2.43842)
H (-2.61992, -2.57573, 3.32352)
H (-6.11168, -0.41735, 2.07286)
H (3.50760, 1.16491, 6.38262)
H (0.69166, 4.13512, -4.60692)
H (6.17508, -2.66488, -1.87921)
H (2.45957, -2.53485, -2.06870)
H (-3.94481, 2.25279, 3.67255)
H (3.86700, -3.51524, -1.65376)
H (-0.27730, 1.21204, 6.11310)
H (3.51424, -3.17023, -3.35288)
H (-4.17138, 2.93106, -1.84802)
H (2.93748, -0.11975, -3.14202)
H (-0.13892, 5.70793, -4.75248)
H (-3.49715, -0.79103, -4.22729)
H (-1.14669, 2.55858, -6.56850)
H (-1.44142, 3.80619, 2.64590)
H (6.38304, 2.25393, 2.12674)